Entry from the OMol25 dataset: a molecular structure, C19H28FeIO2 in a non-equilibrium geometry (ωB97M-V/def2-TZVPD).

M, Da: 471.18
Electronic energy, hartree: -2452.512018

Geometry as ORCA input:
```
! wB97M-V def2-TZVPD RIJCOSX def2/J DEFGRID3
* xyz 0 6
O -0.45 -0.46 -0.63
C -0.96 0.69 -1.50
C -0.44 0.14 -2.79
H -0.52 1.63 -1.18
H -2.05 0.72 -1.44
C -0.02 -1.07 -1.95
H 0.39 0.71 -3.18
H -1.23 -0.07 -3.53
C 1.46 -1.33 -2.03
H 2.02 -0.39 -1.98
H 1.68 -1.82 -2.99
H 1.79 -2.02 -1.25
C -0.87 -2.28 -2.29
H -1.94 -2.03 -2.25
H -0.67 -3.12 -1.63
H -0.62 -2.60 -3.32
Fe -0.54 -0.74 1.24
C -2.28 -1.02 2.76
C -2.07 0.37 3.02
C -2.41 1.09 1.84
H -1.80 0.80 3.97
C -2.84 0.17 0.85
C -2.76 -1.16 1.40
H -3.15 -2.06 0.93
H -2.23 -1.81 3.50
H -2.42 2.18 1.75
H -3.35 0.43 -0.08
C 0.42 -2.78 3.22
C -0.45 -3.19 2.17
C 0.15 -2.83 0.92
H -1.36 -3.77 2.25
C 1.35 -2.07 1.22
C 1.53 -2.11 2.65
H 2.42 -1.80 3.18
H 0.29 -3.00 4.27
H -0.10 -3.27 -0.04
H 2.08 -1.70 0.52
O 2.27 2.17 -1.79
C 2.08 1.95 -0.38
C 1.10 3.00 0.18
H 3.05 2.05 0.16
H 1.74 0.91 -0.24
C 1.10 4.11 -0.89
H 1.42 3.37 1.16
H 0.11 2.55 0.30
C 1.98 3.57 -2.04
H 1.56 5.03 -0.49
H 0.08 4.31 -1.24
H 2.91 4.16 -2.06
H 1.52 3.64 -3.04
I 1.03 0.73 2.76
*
```



Entry from the OMol25 dataset: 2 unconnected molecules or ions with the total composition C6H7FN2 in a non-equilibrium geometry (ωB97M-V/def2-TZVPD).

M, Da: 126.13
Electronic energy, hartree: -441.938898

Geometry as ORCA input:
```
! wB97M-V def2-TZVPD RIJCOSX def2/J DEFGRID3
* xyz 0 1
C 1.58 -1.39 -0.33
C 2.59 -0.71 -2.07
C 0.64 -0.88 -1.10
C -1.10 1.37 0.60
C -1.08 2.59 0.12
C -1.88 0.94 1.81
N 2.73 -1.27 -0.87
N 1.24 -0.40 -2.21
F -1.63 3.72 0.40
H 1.53 -1.84 0.70
H 3.53 -0.46 -2.54
H -0.38 0.61 0.17
H -2.57 1.53 2.32
H -2.49 0.19 1.19
H -1.35 0.31 2.57
H 0.69 0.15 -2.84
*
```



Entry from the OMol25 dataset: 2 unconnected molecules or ions with the total composition C4H9N2O2 in a non-equilibrium geometry (ωB97M-V/def2-TZVPD).

M, Da: 117.13
Electronic energy, hartree: -417.423925

Geometry as ORCA input:
```
! wB97M-V def2-TZVPD RIJCOSX def2/J DEFGRID3
* xyz 1 1
C -2.52 -1.72 -0.76
C -0.51 1.18 -0.95
C 0.59 -0.94 -0.95
C 0.71 0.53 1.08
N 0.54 0.01 2.19
N -0.08 0.12 0.01
O -3.50 -2.14 -1.14
O 1.33 0.22 3.18
H 2.09 0.90 2.90
H -0.77 0.78 -1.92
H -1.30 1.85 -0.48
H 0.47 1.80 -0.96
H 0.89 -1.89 -0.48
H -0.19 -1.08 -1.58
H 1.56 -0.49 -1.27
H 1.58 1.28 0.75
H -0.89 -0.44 0.38
*
```



Entry from the OMol25 dataset: a molecular structure, C20H25Br2N6OSY (ωB97M-V/def2-TZVPD).

M, Da: 646.24
Electronic energy, hartree: -6765.148461

Geometry as ORCA input:
```
! wB97M-V def2-TZVPD RIJCOSX def2/J DEFGRID3
* xyz 2 1
Y -0.10 -0.13 -1.18
Br 0.01 -3.71 2.52
C 1.47 -2.63 2.01
C 2.69 -2.75 2.71
C 3.77 -1.99 2.36
Br 5.38 -2.19 3.30
C 3.67 -1.06 1.29
C 4.72 -0.22 0.86
C 4.52 0.67 -0.16
C 3.25 0.73 -0.76
N 2.24 -0.04 -0.40
C 2.44 -0.95 0.62
C 1.32 -1.77 0.95
O 0.20 -1.66 0.24
H 2.77 -3.45 3.53
H 5.69 -0.28 1.35
H 5.31 1.32 -0.51
H 3.07 1.44 -1.57
N -4.23 -0.54 2.54
C -2.98 -0.82 1.70
C -1.74 -0.21 2.37
C -1.38 1.22 1.93
N -0.18 1.19 1.04
C -2.53 1.92 1.22
C -3.08 1.16 0.01
N -2.20 1.38 -1.16
C -3.21 -0.37 0.27
H -4.12 -0.90 3.49
H -5.05 -0.99 2.14
H -4.43 0.46 2.61
H -2.89 -1.91 1.72
H -0.93 -0.89 2.12
H -1.84 -0.27 3.46
H -1.14 1.80 2.82
H 0.57 0.72 1.54
H 0.14 2.15 0.92
H -2.22 2.92 0.90
H -3.33 2.11 1.94
H -4.07 1.56 -0.21
H -2.14 2.38 -1.34
H -2.64 0.98 -2.00
H -2.48 -0.92 -0.33
H -4.17 -0.73 -0.11
C 1.11 -3.39 -6.62
C 1.07 -2.52 -5.41
C 2.24 -1.98 -4.86
C 2.10 -1.21 -3.74
N 0.90 -0.96 -3.19
C -0.18 -1.54 -3.78
S -1.72 -1.25 -3.00
N -0.12 -2.30 -4.86
H 1.44 -4.40 -6.34
H 1.82 -3.01 -7.35
H 0.12 -3.47 -7.07
H 3.21 -2.16 -5.30
H 2.96 -0.76 -3.26
*
```



Entry from the OMol25 dataset: a molecular structure, C30H42BrMoN5PS in a non-equilibrium geometry (ωB97M-V/def2-TZVPD).

M, Da: 711.59
Electronic energy, hartree: -4823.690924

Geometry as ORCA input:
```
! wB97M-V def2-TZVPD RIJCOSX def2/J DEFGRID3
* xyz 1 3
Mo -1.48 0.13 -0.56
C 2.29 5.18 -2.61
C 1.95 4.22 -1.47
N 1.53 2.92 -1.98
C 0.35 2.34 -1.68
S 0.03 0.78 -2.42
N -0.49 2.89 -0.85
N -1.60 2.11 -0.68
C -2.80 2.73 -0.74
C -2.92 4.21 -0.68
C -3.82 1.82 -1.07
C -5.18 2.12 -1.31
C -6.02 1.14 -1.76
C -5.52 -0.16 -1.98
C -4.20 -0.41 -1.72
N -3.34 0.54 -1.28
H 2.53 6.16 -2.21
H 3.15 4.82 -3.17
H 1.44 5.28 -3.29
H 2.82 4.09 -0.82
H 1.12 4.60 -0.87
H 2.05 2.51 -2.74
H -2.15 4.66 -1.30
H -3.90 4.54 -1.03
H -2.77 4.58 0.34
H -5.54 3.12 -1.15
H -7.06 1.36 -1.97
H -6.16 -0.95 -2.34
H -3.77 -1.39 -1.89
Br -6.38 -1.33 3.82
C -4.90 -0.97 2.71
C -4.33 0.29 2.69
C -3.24 0.51 1.86
N -2.71 -0.44 1.07
C -3.27 -1.66 1.13
C -4.36 -1.97 1.92
H -4.73 1.09 3.29
H -2.77 1.48 1.82
H -2.83 -2.43 0.50
H -4.77 -2.97 1.92
C -0.17 -1.61 0.14
H -0.58 -2.08 1.04
H -0.26 -2.35 -0.67
C 1.67 -3.60 2.50
C 2.18 -3.26 1.09
C 1.61 -4.30 0.12
C 3.71 -3.34 1.06
P 1.57 -1.57 0.54
C 2.61 -1.24 -0.92
C 3.73 -0.42 -0.91
C 4.51 -0.29 -2.05
C 4.21 -1.02 -3.19
C 3.11 -1.85 -3.20
C 2.30 -1.94 -2.08
C 1.80 -0.29 1.89
C 0.70 -0.46 2.95
C 3.17 -0.38 2.57
C 1.60 1.09 1.26
H 1.95 -4.63 2.73
H 0.58 -3.53 2.56
H 2.12 -2.96 3.26
H 1.90 -5.30 0.46
H 1.99 -4.17 -0.89
H 0.52 -4.27 0.10
H 4.01 -4.38 1.21
H 4.16 -2.75 1.86
H 4.12 -3.00 0.11
H 4.02 0.13 -0.03
H 5.37 0.37 -2.04
H 4.84 -0.92 -4.07
H 2.86 -2.42 -4.09
H 1.41 -2.56 -2.13
H 0.73 -1.42 3.45
H -0.29 -0.31 2.52
H 0.85 0.31 3.72
H 3.21 -1.20 3.29
H 3.36 0.54 3.12
H 3.99 -0.51 1.87
H 0.62 1.15 0.79
H 2.35 1.33 0.51
H 1.64 1.86 2.04
*
```



Entry from the OMol25 dataset: C7H11N3 in the gas phase in a non-equilibrium geometry (ωB97M-V/def2-TZVPD).

SMILES: Cc1[nH]nc(N)c1C1CC1
M, Da: 137.19
Electronic energy, hartree: -437.509657

Geometry as ORCA input:
```
! wB97M-V def2-TZVPD RIJCOSX def2/J DEFGRID3
* xyz 0 1
C -1.99 -1.39 0.31
C -0.67 -1.22 0.85
N -0.21 -1.76 2.00
N 0.99 -1.27 2.41
C 1.36 -0.31 1.60
N 2.53 0.36 1.86
C 0.44 -0.17 0.50
C 0.43 1.00 -0.38
C -0.48 1.21 -1.55
C 0.99 0.91 -1.77
H -2.39 -2.05 0.99
H -2.51 -0.51 0.18
H -2.03 -1.93 -0.66
H -0.65 -2.41 2.56
H 2.60 1.25 1.43
H 3.16 0.01 2.53
H 0.77 1.86 0.08
H -0.83 2.14 -1.81
H -1.15 0.43 -1.99
H 1.06 -0.05 -2.25
H 1.55 1.68 -2.32
*
```



The highest M belongs to which entry?
C30H42BrMoN5PS